Entry 1:
{
  "formula": "C23H58F2N8O17S2",
  "method": "ωB97M-V/def2-TZVPD",
  "e_tot_ev": -98573.108,
  "orbital_gap_ev": 1.47,
  "homo_ev": -12.38,
  "charge": 4,
  "de_lowest_ev": 10.6186,
  "species": ["N", "S", "O", "O", "F", "S", "O", "O", "F", "C", "C", "O", "N", "H", "H", "C", "H", "H", "H", "H", "H", "H", "C", "C", "O", "N", "H", "H", "C", "H", "H", "H", "H", "H", "H", "C", "C", "O", "N", "H", "H", "C", "H", "H", "H", "H", "H", "H", "C", "C", "O", "N", "H", "H", "C", "H", "H", "H", "H", "H", "H", "C", "C", "O", "N", "H", "H", "C", "H", "H", "H", "H", "H", "H", "C", "C", "O", "N", "H", "H", "C", "H", "H", "H", "H", "H", "H", "C", "C", "O", "N", "H", "H", "C", "H", "H", "H", "H", "H", "H", "O", "C", "O", "O", "H", "O", "C", "O", "O", "H"],
  "xyz": [[0.78692, 0.93442, 0.44292], [0.94175, -0.44566, -0.11312], [-0.14269, -1.12805, -0.90442], [1.85494, -1.28819, 0.65230], [2.02910, 0.04776, -1.20101], [-0.14870, 0.22689, 1.69243], [0.69164, 0.16344, 2.88358], [-1.27765, -0.72869, 1.55602], [-0.94819, 1.59763, 1.90811], [-4.11374, -0.91724, 6.57102], [-3.25683, -2.10617, 6.04706], [-3.16002, -3.17294, 6.67860], [-2.74356, -2.00343, 4.57880], [-2.32539, -1.09063, 4.46917], [-2.00358, -2.64075, 4.32120], [-3.78623, -2.35652, 3.48909], [-3.59470, -0.04439, 6.96704], [-4.71411, -1.23831, 7.42223], [-4.82398, -0.48536, 5.86594], [-4.16168, -3.36408, 3.66786], [-3.31235, -2.29391, 2.50948], [-4.64686, -1.70606, 3.33318], [1.06782, 3.49313, 3.89596], [2.43532, 2.99759, 3.38608], [3.36423, 3.16032, 4.16032], [2.70502, 2.49628, 1.91253], [1.87692, 1.99070, 1.63191], [2.87716, 3.19704, 1.20585], [3.95205, 1.50140, 1.81432], [0.82593, 4.47682, 3.49354], [0.93028, 3.58258, 4.97354], [0.27751, 2.95957, 3.36792], [4.75274, 1.94117, 2.40897], [4.21302, 1.26344, 0.78312], [3.68861, 0.62624, 2.40827], [1.68726, 0.13586, -4.39264], [0.14917, 0.06290, -4.56878], [-0.63388, 0.03121, -3.61044], [-0.26994, 0.13257, -6.06873], [0.46866, 0.63404, -6.54107], [-0.28571, -0.72592, -6.60057], [-1.54853, 0.95954, -6.25655], [2.13587, -0.35875, -5.25416], [1.98704, -0.46432, -3.53357], [1.91779, 1.19740, -4.30272], [-1.42081, 1.94838, -5.81611], [-2.47512, 0.53768, -5.86723], [-1.61021, 0.92654, -7.34431], [-0.28685, -3.23282, -3.32390], [-0.65248, -4.71071, -3.54753], [0.01224, -5.67058, -3.17928], [-1.98516, -5.11873, -4.16247], [-2.40964, -5.85708, -3.61957], [-2.71043, -4.42432, -4.05345], [-1.74773, -5.44353, -5.66677], [-0.95468, -2.50640, -2.86085], [-0.10432, -2.92112, -4.35231], [0.70799, -3.19651, -2.87997], [-1.81867, -4.50977, -6.22459], [-2.62891, -6.03934, -5.90476], [-0.82257, -5.92937, -5.97684], [-0.37267, -3.79398, 1.11722], [-0.10071, -5.37930, 0.96933], [0.04497, -5.92320, -0.15659], [-0.16671, -6.18317, 2.34944], [-0.29213, -5.57300, 3.14446], [-1.01706, -6.72673, 2.30997], [1.13149, -6.87509, 2.59302], [-1.27507, -3.62730, 1.70543], [-0.49006, -3.33365, 0.13620], [0.40401, -3.19331, 1.59059], [1.08410, -7.65619, 3.35179], [1.81541, -6.10738, 2.95491], [1.57079, -7.31958, 1.69997], [4.37071, 1.90452, -2.21342], [4.02666, 3.26247, -2.88345], [2.91069, 3.51845, -3.40497], [5.05265, 4.41386, -2.66499], [5.21551, 4.48916, -1.67106], [6.01944, 4.35472, -2.95124], [4.56575, 5.78790, -3.18475], [4.07171, 1.20891, -2.99753], [3.83617, 1.81153, -1.26806], [5.44367, 1.79022, -2.05914], [4.28636, 5.65930, -4.23046], [5.36488, 6.47929, -2.91741], [3.62061, 6.07860, -2.72616], [-1.41658, 5.00444, 0.50888], [-1.52707, 3.79453, -0.29539], [-2.61280, 3.23500, -0.57692], [-0.16695, 3.33339, -0.83289], [0.46532, 4.10779, -0.68919], [0.16483, 2.52130, -0.33235], [-0.21499, 2.98795, -2.30285], [-0.45896, 5.15391, 1.00759], [-2.10278, 4.93785, 1.35315], [-1.56524, 5.93985, -0.03058], [-1.22177, 2.67367, -2.57804], [0.42868, 2.12054, -2.44911], [0.16418, 3.84721, -2.85601], [-3.90281, 1.48148, 2.32849], [-4.96403, 2.09738, 1.84204], [-5.91634, 1.47067, 1.34211], [-4.96241, 3.29092, 1.91084], [-3.67940, 2.40296, 2.47872], [0.54478, 1.09119, 5.90523], [-0.74909, 1.20428, 6.05495], [-1.42116, 0.58543, 5.21765], [-1.28395, 1.75193, 7.03546], [0.46575, 0.79646, 4.99502]],
  "forces_ev_per_angstrom": [[-3.1432, 0.7412, 1.9360], [3.5180, -7.1764, -6.6758], [3.0660, 2.3668, 2.0009], [-1.9929, 0.2988, -0.2110], [-0.0883, 0.1665, -1.4053], [-4.7422, 2.4604, 7.5020], [-0.6633, -0.2904, -2.4454], [3.6491, 1.8723, -0.6693], [0.4220, -0.5446, -0.4272], [0.1508, -0.2152, -0.1052], [-1.7943, -2.4623, 3.3284], [0.5328, 3.8481, -3.3734], [-1.5197, -0.7030, -0.6890], [0.2265, 1.7968, 0.1046], [0.4079, -0.4059, 1.0089], [-0.1697, 0.1890, -0.1482], [0.9408, -0.1097, -0.3841], [0.2262, -0.6653, -0.1490], [0.2553, -0.2911, -0.5754], [0.2351, 0.0605, 0.2163], [0.4812, -0.1234, 0.2027], [0.2111, 0.4935, 0.9725], [-0.7447, -0.4879, -2.7086], [1.8351, 2.9022, 4.9263], [-1.4876, -1.4990, -3.4882], [1.6680, -1.6067, 0.6913], [-0.3650, -0.5080, -0.2298], [-0.1121, 0.8355, 0.3778], [-1.0763, 0.6352, 1.6279], [0.7552, 0.5640, -0.1255], [0.5322, -0.7207, -0.0537], [-0.2890, -0.6293, 0.7209], [0.0477, 0.4200, -0.4548], [-0.2856, 0.1974, 0.2245], [-0.3277, -0.1518, -0.4704], [-1.6408, -0.9731, -0.7627], [-0.3000, -0.5356, 3.9853], [2.0319, 0.1845, -4.7152], [-1.1297, 1.2694, 1.8463], [0.4656, 0.5484, -0.1290], [-0.4082, -0.9222, 0.2621], [-0.0022, -0.4585, -1.0491], [0.3563, 0.4881, -0.2022], [-0.2452, 0.4603, 0.2472], [0.4084, -0.0372, -0.0382], [0.2658, -0.1160, -0.3338], [0.5282, -0.5404, 0.3242], [-0.4466, 0.8261, 0.0339], [0.4229, -0.9702, -1.4753], [1.5995, -2.4334, 3.3180], [-1.6595, 2.9434, -1.4483], [1.1914, 0.8570, -1.0053], [0.5802, -1.2492, 0.0443], [-0.1346, 0.9441, -0.4952], [-1.7176, 0.2132, -0.0247], [-0.3607, -0.5772, 0.1374], [-0.0973, 0.5087, -0.3173], [-0.2745, -0.2728, 0.3585], [-0.0907, 0.0645, 0.2703], [0.3178, -0.1297, -0.4359], [0.0089, -0.2448, 1.0614], [0.1792, -1.7088, 0.0153], [-0.1082, 1.1870, -4.6382], [-0.6071, 1.7210, 6.4618], [0.6498, 0.5107, -1.7461], [-0.1998, 0.7274, 0.0749], [-0.1601, -1.0158, -0.1247], [1.1800, -0.6314, 0.2388], [-0.1586, -0.1829, -0.0426], [-0.1251, -0.4727, -0.0338], [0.4306, -0.5740, 0.2633], [-0.5029, 0.1613, 0.0120], [-0.0334, -0.0286, -0.0421], [-0.5196, 0.1417, -0.1676], [0.4901, 1.6589, -1.5423], [-3.5095, -0.0704, -0.6396], [5.1492, -0.5527, 2.0503], [-1.7287, 1.2092, -0.2934], [-0.3979, 0.0346, 0.8977], [0.4758, -1.0194, -1.1058], [-0.4712, -0.5941, 0.2048], [-0.2038, -0.4375, 0.5718], [-0.2206, -0.1733, -0.2866], [-0.0181, 0.0548, 0.0996], [0.7973, 0.2064, -0.0768], [-0.1846, 0.1279, -0.5480], [0.2838, -0.2217, 0.5046], [0.5338, 0.7396, 1.6100], [-6.0088, -1.5605, -0.7421], [6.0007, 1.7776, 0.5921], [-1.0722, 0.2170, -1.6812], [0.1933, 0.1854, 0.1460], [0.0521, -0.8731, 0.7311], [0.3665, -0.3801, 0.2058], [0.4739, -0.3159, -0.1662], [-0.6162, 0.1058, -0.2891], [-0.4800, -0.1487, -0.3149], [-0.0627, 0.3840, 0.2131], [0.1390, 0.1608, -0.0040], [-0.3142, -0.1690, -0.0975], [1.8960, -1.4944, 0.5625], [-6.0654, -3.5438, -3.0364], [0.3222, -1.6043, -0.0897], [1.4295, 5.4573, 0.6274], [2.9728, 0.8891, 1.7810], [3.0442, 0.7506, -0.6319], [-4.5951, 0.8493, 4.6651], [-1.4202, -2.1838, -3.6474], [1.6324, 0.3001, -0.5559], [1.0633, -0.7055, -0.4937]]
}

Entry 2:
{
  "formula": "C23H60ClN4O10",
  "method": "ωB97M-V/def2-TZVPD",
  "e_tot_ev": -63754.147,
  "orbital_gap_ev": 4.74,
  "homo_ev": -2.20,
  "charge": -1,
  "de_lowest_ev": 19.5630,
  "species": ["Cl", "O", "O", "O", "O", "C", "O", "H", "H", "H", "H", "C", "O", "H", "H", "H", "H", "C", "C", "C", "O", "C", "N", "H", "H", "H", "H", "H", "H", "H", "H", "H", "H", "H", "C", "C", "C", "O", "C", "N", "H", "H", "H", "H", "H", "H", "H", "H", "H", "H", "H", "C", "C", "C", "O", "C", "N", "H", "H", "H", "H", "H", "H", "H", "H", "H", "H", "H", "C", "C", "C", "C", "C", "C", "N", "O", "C", "C", "C", "H", "H", "H", "H", "H", "H", "H", "H", "H", "H", "H", "H", "H", "H", "H", "H", "H", "H", "H"],
  "xyz": [[2.22310, -27.16025, 9.79809], [2.46468, -28.51938, 10.22337], [1.05164, -26.54386, 10.34352], [3.41798, -26.38006, 10.08669], [2.11901, -27.20793, 8.36188], [2.65817, -24.20490, 7.98582], [1.52902, -24.88646, 8.60397], [3.51727, -24.07288, 8.64355], [3.12310, -24.78674, 7.18996], [2.35057, -23.25669, 7.54493], [1.91630, -25.58799, 9.13260], [5.58711, -27.21686, 10.31505], [6.78708, -27.77772, 10.78522], [5.71971, -26.63598, 9.40231], [4.69300, -27.82178, 10.16426], [5.20734, -26.46755, 11.00959], [7.44942, -27.10271, 10.95035], [2.14727, -30.43010, 12.86698], [2.65652, -28.94118, 13.03387], [4.11723, -28.59611, 12.49969], [5.04337, -29.51583, 13.17487], [6.43566, -29.14477, 13.02021], [1.67519, -28.07151, 12.43891], [2.92208, -31.07359, 13.28376], [1.92208, -30.69896, 11.83494], [1.23616, -30.53697, 13.45568], [2.54983, -28.67606, 14.08573], [4.29999, -27.55918, 12.78159], [4.16612, -28.64865, 11.41206], [6.46469, -28.68214, 12.03368], [6.90768, -30.09121, 13.28391], [6.81474, -28.49009, 13.80493], [1.36624, -28.57493, 11.61963], [2.11921, -27.28026, 11.99520], [4.37669, -28.79255, 7.04473], [2.92230, -29.19833, 6.58076], [2.75889, -30.62991, 6.03681], [1.32803, -30.76542, 5.64521], [0.94834, -32.12334, 5.31403], [1.95168, -29.02046, 7.64461], [4.48729, -27.76215, 7.38259], [5.17664, -29.03792, 6.34617], [4.59747, -29.41533, 7.91162], [2.72063, -28.50282, 5.76608], [3.04295, -31.26551, 6.87552], [3.51663, -30.90851, 5.30447], [-0.12982, -32.26487, 5.38923], [1.34897, -32.86479, 6.00529], [1.23047, -32.27820, 4.27262], [2.14441, -29.59584, 8.45202], [2.20998, -28.14922, 8.08541], [-0.05379, -29.21755, 9.75551], [-0.79132, -28.75418, 8.58585], [-1.96624, -27.77984, 8.91774], [-2.56538, -27.43441, 7.73785], [-3.79060, -26.64681, 7.82458], [0.24882, -28.12587, 7.74816], [0.77119, -29.91829, 9.62720], [-0.70153, -29.73801, 10.46095], [0.40522, -28.44201, 10.36865], [-1.11588, -29.69643, 8.14434], [-1.54116, -26.88310, 9.36860], [-2.64239, -28.24636, 9.63419], [-3.71568, -25.64531, 8.24822], [-4.63811, -27.12563, 8.31505], [-4.05315, -26.61131, 6.76728], [-0.46130, -27.56059, 7.30513], [0.59671, -27.31451, 8.23885], [4.64840, -23.97056, 12.90669], [3.50489, -22.96061, 12.46581], [3.27126, -22.98272, 10.91637], [2.28202, -24.02794, 10.47301], [1.06172, -24.13123, 11.42473], [1.36854, -24.21624, 12.97153], [2.23113, -23.08745, 13.23531], [2.35256, -22.80072, 14.57694], [0.10795, -24.10587, 13.85082], [2.02762, -25.53421, 13.34745], [4.11851, -21.59199, 12.85930], [5.66700, -23.70228, 12.62637], [4.45386, -24.98488, 12.55827], [4.66570, -24.09997, 13.98884], [3.04140, -22.04402, 10.41229], [4.21896, -23.23253, 10.43933], [2.82034, -24.97374, 10.41159], [1.84820, -23.70059, 9.52816], [0.32599, -24.87103, 11.10929], [0.69373, -23.11305, 11.29826], [-0.47659, -23.23412, 13.55675], [-0.67987, -24.85709, 13.79525], [0.28615, -24.15788, 14.92490], [1.26722, -26.27626, 13.59087], [2.62873, -26.05094, 12.59928], [2.76151, -25.41976, 14.14520], [3.44882, -20.77482, 12.59126], [5.03473, -21.46785, 12.28204], [4.30765, -21.43450, 13.92115], [1.98109, -21.91796, 14.64296]],
  "forces_ev_per_angstrom": [[3.2094, -1.9957, 0.6289], [0.6914, 1.2924, -1.4459], [0.3182, -1.2802, 0.2214], [-1.2161, -1.3783, -0.0599], [3.0704, 14.1188, 5.3322], [0.0280, -1.4165, -1.1965], [-0.0523, 0.1234, -5.3811], [-0.3339, 0.2900, 0.2596], [-0.5253, -0.3782, -0.4124], [-0.1946, -0.0091, 0.2961], [-0.6788, 2.5046, -1.3402], [0.0589, 2.1626, -0.2898], [0.3873, -0.1568, -1.6750], [0.2600, -0.2386, -0.3900], [1.7208, -0.9165, -0.1565], [0.4272, -0.1009, 0.3765], [-0.2202, 0.2211, -0.1057], [1.0643, 1.2784, 0.6294], [0.3358, -0.5468, -0.2185], [-0.8428, -1.9792, 1.9520], [-0.8855, 1.3813, -0.2049], [-1.7343, -1.1847, 0.8592], [-1.2314, -0.7084, -0.3965], [-0.1186, -0.2448, -0.1466], [0.1988, 0.1057, -0.0873], [-0.0336, -0.0010, -0.0154], [0.9721, -0.4591, 0.4271], [0.2487, 0.1843, 0.2297], [0.0592, -0.6983, 0.8166], [1.2364, -1.0259, 0.9083], [0.6284, -0.0751, -0.9158], [-0.4064, 0.7022, 0.2163], [-0.4909, -0.0335, 0.9514], [-0.2783, -0.4497, 0.9713], [-0.1648, -1.5803, 0.0439], [0.4739, -0.1543, 0.7210], [-0.7658, 0.5991, 0.6278], [1.6819, -1.2647, 0.3113], [0.3389, 1.2689, 0.0608], [5.0767, -10.0148, -3.8922], [-0.3348, 0.0700, -0.2886], [0.1012, 0.2329, -0.4967], [0.0680, -0.0372, 0.2918], [-0.6189, 0.1922, -0.2649], [-0.6481, -0.4759, 0.3553], [-0.4225, 0.1464, -1.0223], [-0.1472, 0.5941, -0.0114], [0.5286, -0.0103, -0.0894], [0.1881, -0.5967, -0.0236], [0.7224, -1.4417, -0.3426], [0.5727, -6.5507, -3.0181], [-0.1314, -1.1017, 3.6969], [1.0021, 0.1232, -0.0020], [1.5660, -1.0636, 1.0407], [-2.4498, 1.0114, -0.9097], [0.8467, -0.9997, -1.1412], [-9.4748, 3.3007, -1.3580], [-0.4641, -0.0507, -0.7796], [-0.4324, -0.1780, 0.2386], [-1.3242, -0.2951, -0.5870], [-0.6446, 0.2685, -0.7906], [0.2123, 0.1219, 0.4428], [-0.4263, -0.1617, 0.1226], [0.6190, 0.0553, 0.0286], [0.2638, -0.5472, 0.3974], [-0.2290, 0.5242, 0.0706], [-0.5028, 0.9247, -2.0669], [-1.1684, -0.7748, 0.0717], [-1.0406, -0.7273, 0.0514], [1.4363, 0.9312, 1.0633], [0.3672, -0.3672, 1.1517], [-0.3466, 1.5884, 3.3543], [0.4699, 1.4865, 0.9215], [-0.0416, -1.2707, -0.7127], [-0.0425, 1.0542, -2.5818], [0.7581, -0.1231, 1.2005], [-0.9699, 0.3772, -0.2277], [0.3777, -0.5840, 0.3719], [-0.5125, 0.3143, -0.4996], [-0.1832, 0.3490, -0.3609], [0.0787, 0.0369, -0.3764], [-0.1492, 0.3890, 0.1912], [-0.3448, 0.6185, 0.8644], [0.4520, -0.1162, 0.2415], [-0.7347, 1.9373, 0.2531], [0.4256, 0.6936, 2.5766], [0.1206, 0.4722, 0.2071], [-0.9818, 0.0762, 0.2476], [0.2998, 0.6292, 0.3818], [0.5136, -0.8149, -0.9688], [0.5319, 0.6306, -0.0586], [0.2239, 0.2024, 0.3139], [0.0218, 1.1839, -0.2158], [-0.4134, 0.1493, 0.5415], [-0.1919, 0.0489, -0.2853], [0.1031, 0.1128, 0.1290], [0.2552, -0.5280, 0.0032], [-0.0675, 0.0282, 0.1469]]
}